{
  "formula": "C27H55NO16Zr",
  "method": "wB97M-V/def2-TZVPD",
  "elements": ["Zr", "O", "C", "C", "O", "H", "H", "H", "H", "C", "N", "O", "O", "H", "H", "H", "O", "C", "O", "C", "C", "C", "H", "H", "H", "H", "H", "H", "H", "H", "O", "C", "O", "C", "C", "C", "H", "H", "H", "H", "H", "H", "H", "H", "O", "C", "O", "C", "C", "C", "H", "H", "H", "H", "H", "H", "H", "H", "O", "C", "O", "C", "C", "C", "H", "H", "H", "H", "H", "H", "H", "H", "O", "C", "O", "C", "C", "C", "H", "H", "H", "H", "H", "H", "H", "H", "O", "C", "O", "C", "C", "C", "H", "H", "H", "H", "H", "H", "H", "H"],
  "xyz": [[-17.75620, 10.91369, -11.80912], [-20.69062, 10.21275, -11.35638], [-21.28609, 9.95449, -10.08800], [-20.41302, 10.41073, -8.80772], [-19.04021, 10.70739, -9.05613], [-21.64112, 8.92501, -10.13499], [-22.27212, 10.40531, -9.97573], [-20.55226, 9.68951, -8.00239], [-20.81166, 11.28999, -8.30166], [-18.34039, 9.07188, -4.13611], [-17.59270, 7.90159, -4.72036], [-18.12193, 6.79638, -4.58089], [-16.56840, 8.06682, -5.32244], [-19.29333, 8.63129, -3.84305], [-18.53003, 9.80330, -4.92172], [-17.67198, 9.37877, -3.33166], [-25.96618, 6.20331, -12.45846], [-25.59806, 6.07147, -11.28457], [-24.71867, 5.12426, -10.82891], [-24.04931, 4.23005, -11.71616], [-23.21635, 3.21234, -11.00974], [-26.08556, 7.01109, -10.20224], [-23.47758, 4.72545, -12.50088], [-24.83116, 3.70806, -12.26783], [-23.84452, 2.57232, -10.39017], [-22.65419, 3.68381, -10.20365], [-22.59518, 2.57106, -11.63505], [-27.16751, 7.06723, -10.32193], [-25.65043, 8.00302, -10.32397], [-25.87439, 6.65052, -9.19551], [-16.96883, 6.85938, -10.87954], [-16.71574, 5.74573, -10.52174], [-15.46320, 5.20581, -10.41494], [-14.28476, 5.96377, -10.77140], [-14.00107, 5.79480, -12.27227], [-17.75393, 4.86940, -9.99915], [-13.40840, 5.64871, -10.20499], [-14.47678, 7.01588, -10.56095], [-14.84101, 5.64170, -12.94989], [-13.47338, 4.84331, -12.33788], [-13.25265, 6.44184, -12.72978], [-17.53114, 4.65313, -8.95431], [-17.97482, 3.95054, -10.54230], [-18.74655, 5.31745, -9.95397], [-24.67709, 7.22342, -4.07970], [-23.92562, 7.74900, -4.93324], [-23.83307, 9.07106, -5.22190], [-24.77363, 10.01351, -4.70072], [-24.64586, 11.27637, -5.56226], [-23.08074, 6.87167, -5.79879], [-24.45835, 10.21275, -3.67652], [-25.78324, 9.60324, -4.72215], [-25.38488, 11.96458, -5.15197], [-24.81625, 11.11355, -6.62648], [-23.67517, 11.75063, -5.41757], [-22.06647, 7.26169, -5.88393], [-23.44578, 6.83337, -6.82512], [-23.12606, 5.90528, -5.29665], [-20.05983, 14.42769, -11.47074], [-20.32046, 15.53560, -11.88937], [-21.51534, 16.20586, -11.53226], [-22.57015, 15.59352, -10.71691], [-22.11434, 15.47156, -9.24731], [-19.31259, 16.36743, -12.62430], [-22.83300, 14.69175, -11.26990], [-23.38269, 16.31964, -10.74180], [-22.91177, 15.29912, -8.52448], [-21.54883, 16.36485, -8.98211], [-21.35483, 14.69346, -9.17120], [-19.68379, 17.32518, -12.98906], [-19.00409, 15.83197, -13.52219], [-18.48212, 16.50542, -11.93193], [-17.98512, 8.28591, -14.60825], [-18.27862, 7.24553, -15.22201], [-17.77644, 6.84214, -16.29810], [-16.71796, 7.53626, -17.03272], [-17.32711, 8.32106, -18.23053], [-19.56057, 6.35171, -14.83116], [-15.97838, 6.82359, -17.39772], [-16.08748, 8.14672, -16.38624], [-17.93665, 7.67847, -18.86585], [-16.54850, 8.74316, -18.86590], [-17.97520, 9.11068, -17.85032], [-19.29398, 5.31964, -15.05887], [-20.36344, 6.69823, -15.48187], [-19.82241, 6.53525, -13.78912], [-16.33016, 13.94144, -9.87384], [-15.82522, 14.82188, -9.24703], [-16.21445, 15.40495, -8.05427], [-17.48127, 15.17195, -7.48408], [-17.31253, 14.15031, -6.29223], [-14.49011, 15.36696, -9.73735], [-18.16111, 14.80250, -8.25182], [-17.88284, 16.09878, -7.07442], [-16.40668, 13.55595, -6.41169], [-18.15554, 13.46096, -6.24489], [-17.17628, 14.65876, -5.33777], [-14.42030, 15.41890, -10.82387], [-13.72549, 14.62281, -9.51442], [-14.33887, 16.34622, -9.28319]],
  "lowdin_charge": [1.807, -0.086, -0.180, -0.192, -0.107, 0.162, 0.175, 0.166, 0.156, 0.057, -0.457, 0.047, 0.066, 0.093, 0.085, 0.109, 0.079, -0.481, -0.022, -0.251, -0.075, 0.013, 0.120, 0.127, 0.082, 0.071, 0.087, 0.095, 0.079, 0.077, 0.065, -0.547, -0.006, -0.190, -0.067, 0.014, 0.129, 0.101, 0.073, 0.075, 0.077, 0.106, 0.102, 0.084, 0.078, -0.491, -0.047, -0.208, -0.069, 0.011, 0.130, 0.130, 0.081, 0.070, 0.067, 0.072, 0.080, 0.098, 0.036, -0.474, -0.049, -0.177, -0.064, 0.024, 0.117, 0.122, 0.079, 0.083, 0.045, 0.095, 0.089, 0.094, -0.018, -0.547, 0.037, -0.152, -0.043, 0.049, 0.123, 0.111, 0.083, 0.083, 0.073, 0.083, 0.086, 0.068, 0.050, -0.502, -0.020, -0.200, -0.041, 0.026, 0.103, 0.124, 0.074, 0.060, 0.076, 0.087, 0.095, 0.093],
  "total_charge": 2,
  "homo_energy_ha": -0.5004,
  "gap_ev": 2.39,
  "largest_force_ev_per_a": 4.85
}

***

{
  "formula": "C26H27NO4P2RhS2",
  "method": "wB97M-V/def2-TZVPD",
  "elements": ["Rh", "O", "S", "O", "O", "C", "C", "C", "C", "C", "C", "P", "C", "C", "C", "C", "C", "C", "C", "C", "C", "C", "C", "C", "H", "H", "H", "H", "H", "H", "H", "H", "H", "H", "H", "H", "H", "H", "S", "C", "C", "C", "C", "C", "N", "H", "H", "H", "H", "C", "P", "C", "C", "O", "H", "H", "H", "H", "H", "H", "H", "H", "H"],
  "xyz": [[1.76123, 0.36845, -0.46934], [2.80063, 3.82405, -2.30084], [1.91803, 2.94825, -1.60734], [1.60883, 1.67215, -2.31884], [2.31743, 2.58485, -0.22174], [0.36003, 3.79885, -1.35394], [0.25823, 5.13955, -1.66314], [-0.88167, 5.83925, -1.29434], [-1.90147, 5.18155, -0.62284], [-1.80167, 3.83135, -0.32444], [-0.65547, 3.12325, -0.69214], [-0.45447, 1.35055, -0.32794], [-1.38547, 1.14285, 1.21596], [-2.63457, 0.54555, 1.33216], [-3.25207, 0.49645, 2.57176], [-2.62857, 1.03225, 3.68776], [-1.36787, 1.60265, 3.57766], [-0.74467, 1.65115, 2.34566], [-1.32957, 0.47375, -1.65254], [-1.95117, 1.10775, -2.72414], [-2.55767, 0.34435, -3.70774], [-2.55087, -1.03985, -3.63104], [-1.91937, -1.67315, -2.57054], [-1.29677, -0.92165, -1.59294], [1.08493, 5.61095, -2.17034], [-0.97727, 6.88915, -1.52984], [-2.78727, 5.72565, -0.32954], [-2.60597, 3.32855, 0.19596], [-3.12797, 0.13945, 0.46106], [-4.22777, 0.04325, 2.66196], [-3.12357, 0.99155, 4.64536], [-0.87787, 2.00785, 4.44966], [0.24823, 2.06955, 2.23126], [-1.96787, 2.18645, -2.78784], [-3.03757, 0.82985, -4.54364], [-3.03497, -1.62445, -4.39914], [-1.90797, -2.75255, -2.51914], [-0.77267, -1.39325, -0.77284], [3.84563, -0.18505, 0.73736], [3.78513, -1.57095, -0.31204], [4.70693, -2.61955, -0.30104], [4.50683, -3.67905, -1.16774], [3.43293, -3.64535, -2.05214], [2.59343, -2.54135, -2.03984], [2.75443, -1.55215, -1.17524], [5.54593, -2.58995, 0.37526], [5.17983, -4.52485, -1.15374], [3.24163, -4.46375, -2.72924], [1.76503, -2.45775, -2.73054], [1.74533, -3.61875, 1.96416], [0.43083, -2.34745, 1.90736], [0.12733, -1.75185, 3.60086], [-1.09037, -3.19365, 1.36446], [0.77453, -1.21065, 0.99806], [1.39913, -4.51995, 2.46346], [2.60943, -3.21935, 2.49336], [2.04273, -3.86855, 0.94646], [0.16563, -2.55855, 4.32436], [-0.85217, -1.27775, 3.63686], [0.88703, -1.00725, 3.82876], [-1.31257, -4.01815, 2.03276], [-0.96757, -3.57205, 0.35276], [-1.91217, -2.48225, 1.38716]],
  "lowdin_charge": [0.806, -0.238, 0.501, -0.388, -0.401, -0.263, -0.027, -0.032, -0.046, -0.053, -0.319, 1.101, -0.355, -0.079, -0.068, -0.069, -0.068, -0.089, -0.343, -0.055, -0.055, -0.059, -0.068, -0.112, 0.121, 0.119, 0.115, 0.115, 0.111, 0.112, 0.113, 0.115, 0.117, 0.111, 0.113, 0.112, 0.107, 0.061, 0.725, -0.757, -0.081, -0.049, -0.053, -0.115, -0.058, 0.113, 0.118, 0.109, 0.119, -0.147, 0.601, -0.141, -0.154, -0.473, 0.058, 0.060, 0.044, 0.059, 0.038, 0.063, 0.059, 0.053, 0.045],
  "total_charge": 1,
  "homo_energy_ha": [-0.4075, -0.4044],
  "gap_ev": [6.77, 6.26],
  "largest_force_ev_per_a": 1.45
}

***

{
  "formula": "C16H31F3O3P2SSn",
  "method": "wB97M-V/def2-TZVPD",
  "elements": ["P", "P", "C", "C", "H", "H", "H", "H", "C", "H", "H", "H", "C", "H", "H", "H", "C", "H", "H", "H", "C", "H", "H", "H", "Sn", "C", "C", "C", "C", "C", "C", "C", "C", "C", "H", "H", "H", "H", "H", "H", "H", "H", "H", "H", "H", "H", "H", "H", "H", "F", "C", "F", "F", "S", "O", "O", "O"],
  "xyz": [[0.10380, -1.55541, -2.84250], [0.23695, 1.61026, -2.66370], [-0.21868, -0.58673, -4.36234], [0.46118, 0.79106, -4.29607], [-1.31690, -0.48880, -4.47739], [0.16912, -1.18866, -5.20746], [1.54791, 0.70366, -4.49366], [0.03634, 1.46028, -5.06882], [-1.44627, 2.26518, -3.04116], [-1.73887, 3.02163, -2.29747], [-2.19056, 1.45493, -3.02768], [-1.42819, 2.72685, -4.04287], [1.29816, 3.02203, -3.06340], [0.92605, 3.49307, -3.98550], [2.32077, 2.64894, -3.22532], [1.29976, 3.75176, -2.24237], [-0.96332, -2.95482, -3.18401], [-0.88065, -3.69652, -2.37835], [-0.64223, -3.37981, -4.14767], [-2.00007, -2.58988, -3.25278], [1.78829, -2.12702, -3.26228], [2.51582, -1.30006, -3.22417], [1.74977, -2.54090, -4.28531], [2.11366, -2.90811, -2.55609], [1.49248, 0.11732, 4.14064], [0.62011, 1.30681, 1.23576], [-0.70109, 1.07823, 1.25017], [-1.47166, 0.46331, 0.15220], [-1.89227, -0.98609, 0.33121], [-0.81807, -2.01463, 0.37995], [0.50486, -1.88245, 0.21570], [1.23252, -0.69589, -0.31331], [1.67752, 0.50899, 0.54322], [0.51658, -1.76473, 4.78506], [1.02501, 2.10492, 1.88573], [-1.28839, 1.51574, 2.09023], [-0.97415, 0.58825, -0.81972], [-2.39403, 1.06818, 0.06390], [-2.47903, -1.01866, 1.26694], [-2.58131, -1.29750, -0.47278], [-1.17654, -2.98029, 0.75034], [1.14484, -2.72649, 0.52574], [0.62049, -0.19194, -1.09790], [2.14964, -1.09036, -0.81168], [2.55570, 0.20966, 1.15494], [2.07279, 1.23678, -0.19318], [1.08448, -2.00360, 5.67892], [0.68902, -2.53296, 4.03673], [-0.54100, -1.70130, 5.04311], [-1.08222, 1.79692, 8.37561], [-0.68742, 0.96774, 7.40371], [0.54244, 0.46519, 7.74154], [-1.55002, -0.08361, 7.35838], [-0.59321, 1.86862, 5.73063], [-1.37367, 1.07352, 4.79530], [-0.97079, 3.24060, 5.98985], [0.90458, 1.72677, 5.41146]],
  "lowdin_charge": [1.016, 0.894, -0.375, -0.421, 0.098, 0.109, 0.091, 0.098, -0.250, 0.057, 0.047, 0.059, -0.267, 0.063, 0.055, 0.053, -0.217, 0.062, 0.080, 0.069, -0.202, 0.065, 0.078, 0.068, 1.616, -0.158, -0.067, -0.210, -0.172, -0.115, -0.135, -0.304, -0.215, -0.167, 0.107, 0.126, 0.017, 0.142, 0.136, 0.126, 0.119, 0.118, -0.055, 0.111, 0.102, 0.111, 0.025, 0.017, 0.041, 0.168, -0.566, 0.098, 0.124, 0.586, -0.323, -0.209, -0.521],
  "total_charge": 2,
  "homo_energy_ha": [-0.5339, -0.5375],
  "gap_ev": [5.59, 4.44],
  "largest_force_ev_per_a": 2.73
}

***

Respective relative energy (zero: lowest compared OMol25 entry of this formula, charge and spin) values: 18.9329 3.2493 0.0000 eV.
Respective total energy values: -64389.8379 -80331.8968 -66613.3055 eV.